No. 1
The following is a DFT calculation (wB97M-V/def2-TZVPD) of a 3-piece molecular cluster, C21H44N5O11P2 overall in a non-equilibrium geometry.

```
83
Properties=species:S:1:pos:R:3:forces:R:3
C 2.7969 1.0184 4.2423 -0.31 -0.51 -0.25
C 2.1288 0.2933 2.9404 1.78 -1.27 1.82
O 2.2045 1.0698 1.7317 -1.27 0.83 0.45
C 0.9801 1.7318 1.3548 -2.42 -2.16 1.57
C 0.1573 2.3735 2.6037 1.07 1.03 0.45
C -0.8382 3.5600 2.2139 0.13 1.28 1.50
O -2.2667 3.1997 2.3163 0.85 -1.30 1.40
C -2.6519 3.0453 3.6804 -1.11 3.29 2.59
C -2.8791 1.5914 4.3518 0.41 -0.35 -1.26
O -2.8489 4.0851 4.3689 0.97 -4.41 -2.78
C -0.0059 0.5511 0.8141 0.26 -0.30 -0.94
C -0.6412 0.8307 -0.6107 -1.94 -0.27 0.72
C -1.8483 1.8857 -0.6709 -0.34 -1.39 -0.93
C -3.2212 1.3250 -0.0088 -2.42 3.93 -0.43
O -4.1895 2.1332 -0.0600 3.77 -4.02 0.56
O -3.3016 0.0232 0.5722 0.67 2.52 0.33
N 0.3946 1.2186 -1.6181 2.37 1.12 3.67
P 1.0763 -0.1748 -2.4912 0.58 0.77 -2.82
P 2.5892 -1.2340 -1.3326 2.13 -5.69 2.98
O 2.0348 -2.2940 -0.3588 0.84 3.16 -1.99
O 3.5291 -2.0988 -2.4853 -1.72 2.15 2.30
O 3.6900 -0.2396 -0.4957 -1.01 -0.25 -2.61
C 1.4376 2.0821 -1.0463 -1.69 -0.96 0.62
N 2.4909 2.2946 -1.8926 -1.34 0.72 -0.26
N 1.3457 2.7210 0.2914 1.61 -3.45 -3.45
C 2.6474 3.4116 0.5182 1.29 2.55 0.20
C 2.8201 4.1684 1.9171 2.36 0.78 -0.10
C 4.2753 4.9050 1.8444 -0.08 -0.55 -0.62
O 1.8526 5.2113 2.1504 0.11 -0.90 -0.24
H 3.7237 1.6427 3.9436 -1.62 -0.99 0.46
H 3.1557 0.1717 4.9390 -0.57 1.38 -1.05
H 2.0233 1.6402 4.8223 1.34 -0.76 -0.90
H 2.7991 -0.6364 2.7699 -1.19 1.54 -0.08
H 1.1066 -0.1202 3.2245 1.10 0.79 -0.71
H -0.4022 1.5685 3.2160 0.96 1.19 -1.36
H 0.9220 2.8185 3.3502 -1.24 -0.62 -1.34
H -0.6962 4.3900 3.0086 -0.06 -1.26 -1.44
H -0.6540 4.0609 1.2090 -0.32 -0.99 1.28
H -1.9991 1.3605 5.0652 -1.57 0.62 -0.98
H -2.8464 0.7582 3.5475 -0.03 1.38 1.19
H -3.8963 1.5087 4.8776 1.73 0.48 -0.68
H -0.8542 0.3120 1.5391 1.21 0.59 -1.02
H 0.6199 -0.4184 0.7300 -0.83 1.53 0.07
H -1.0858 -0.1741 -0.9754 0.68 1.74 0.63
H -2.1124 1.9987 -1.7943 0.36 -0.16 1.80
H -1.5980 2.9376 -0.3111 -0.55 -1.63 -0.12
H -3.4943 0.2093 1.5295 -0.20 -0.37 -1.16
H -0.0077 -1.1328 -2.6181 0.63 0.68 0.96
H 3.6044 -3.0313 -2.1134 -0.43 0.81 -0.75
H 4.3965 0.0868 -1.1138 -0.64 -0.71 0.71
H 3.4636 2.0724 -1.6652 -0.79 0.83 0.13
H 2.2168 2.6410 -2.8330 0.67 -1.00 0.77
H 2.7241 4.2463 -0.2826 -0.28 -1.38 1.29
H 3.5848 2.7649 0.3765 -1.61 0.57 0.47
H 2.9082 3.4070 2.7677 -0.66 1.20 -1.10
H 4.3691 5.4421 0.8220 -0.12 -0.77 1.69
H 5.1431 4.1525 1.9319 -1.36 1.16 -0.11
H 4.3799 5.6764 2.6804 -0.23 -1.16 -1.09
H 2.2666 6.0981 2.1898 -0.08 -0.98 -0.10
C 2.5632 -7.0590 -2.6284 0.18 -0.06 0.06
C 2.2692 -5.6509 -3.0673 -0.14 0.33 -0.06
O 3.0930 -4.7481 -2.9606 0.06 -0.06 0.16
N 1.0449 -5.3911 -3.5972 0.58 -0.14 0.29
C -0.0545 -6.3095 -3.8062 -0.15 0.43 -0.19
H 3.5765 -7.1088 -2.2282 -0.15 0.13 -0.09
H 1.8667 -7.3610 -1.8433 -0.01 -0.12 -0.14
H 2.4942 -7.7401 -3.4793 -0.11 -0.06 0.14
H 0.9216 -4.4258 -3.8684 0.00 -0.14 -0.02
H -0.2958 -6.3187 -4.8711 -0.15 -0.22 0.08
H -0.9186 -5.9424 -3.2482 -0.10 -0.25 -0.06
H 0.1839 -7.3196 -3.4806 0.06 0.16 -0.01
C -4.4697 -1.4533 -1.8233 0.04 0.02 0.03
C -4.7687 -1.8653 -3.2392 -0.03 -0.03 -0.68
O -4.2355 -1.3249 -4.2003 0.10 -0.01 0.28
N -5.6626 -2.8721 -3.4356 0.38 0.37 0.20
C -6.3924 -3.6297 -2.4410 -0.13 -0.15 -0.48
H -3.7417 -0.6420 -1.8302 -0.15 -0.14 -0.20
H -5.3790 -1.0966 -1.3351 0.12 -0.09 0.14
H -4.0455 -2.2934 -1.2688 -0.14 0.08 0.13
H -5.8112 -3.0921 -4.4106 -0.01 0.03 0.12
H -6.1381 -4.6853 -2.5592 -0.14 -0.03 0.25
H -7.4606 -3.4980 -2.6255 -0.02 -0.13 0.26
H -6.1587 -3.3127 -1.4270 0.03 0.03 -0.15
```
Forces are in eV/Å.

The orbital gap comes out at 6.94 eV. Its net charge is +1. The HOMO energy comes out at -11.247 eV. The LUMO energy is -4.303 eV.

No. 2
The following is a DFT calculation (wB97M-V/def2-TZVPD) of C13H37BrCuN5O4 as an isolated structure in a non-equilibrium geometry.

```
61
Properties=species:S:1:pos:R:3:forces:R:3
Cu -0.1634 0.3288 1.2996 0.18 0.08 -0.64
Br -0.1412 -0.7342 3.7128 0.09 0.47 -1.37
C -1.0978 2.4218 -1.4988 1.01 -2.55 3.02
O -0.8472 1.5911 -0.6288 1.49 -1.39 1.70
N -2.1337 2.2469 -2.2034 -5.34 -0.41 -4.19
N -0.5048 3.5199 -1.7608 2.75 3.80 -0.53
H -2.6620 1.3893 -2.2778 0.34 0.19 0.27
H -2.2885 2.9751 -2.8859 -0.67 -0.51 -0.30
H 0.4027 3.7671 -1.3928 0.27 -0.02 0.29
H -0.8032 4.0088 -2.5927 0.36 0.40 -0.03
C 2.6961 0.1535 -1.7877 0.15 0.92 -1.49
C 2.1764 -0.9815 -0.9433 1.51 1.00 -0.99
C 3.3697 -1.9938 -0.8084 -1.51 -0.77 -1.20
O 3.7819 -2.5009 -2.1233 0.56 1.19 0.66
C 5.2209 -2.5463 -2.3589 -1.17 -0.08 1.00
N 1.7939 -0.3445 0.3406 0.45 -0.80 0.09
H 3.5440 0.7453 -1.4431 0.69 -0.78 0.68
H 2.0295 1.0099 -1.8896 -0.90 -0.42 -0.30
H 2.9649 -0.2395 -2.7682 -0.09 0.28 -0.14
H 1.3369 -1.3836 -1.5104 -0.09 -0.43 0.50
H 2.9504 -2.8704 -0.3145 0.41 -0.11 0.60
H 4.1525 -1.5022 -0.2308 0.29 -0.17 -0.15
H 5.3989 -2.7650 -3.4118 -0.20 -0.09 0.18
H 5.6098 -3.3203 -1.6973 0.36 -0.22 -0.27
H 5.7238 -1.6184 -2.0867 -0.17 0.26 -0.10
H 2.2949 0.5297 0.2712 -0.36 0.58 0.33
H 2.3469 -0.8164 1.0418 -0.25 -0.39 0.77
C -0.4694 -3.1054 0.8644 1.27 -0.10 1.08
C -1.2329 -2.4001 -0.1830 -2.01 -0.51 -0.81
C -2.5423 -3.1254 -0.5512 0.33 -0.79 0.20
O -2.9451 -2.8816 -1.8802 1.11 1.14 0.36
C -3.9384 -3.7642 -2.2806 0.01 -0.62 0.52
N -1.5791 -1.0630 0.2895 0.50 0.59 0.29
H -0.9426 -3.2553 1.8348 -0.88 -0.44 -0.28
H 0.2935 -2.4274 1.2469 0.63 -0.09 -0.51
H -0.0244 -4.0244 0.4831 -0.01 0.00 0.23
H -0.7230 -2.4414 -1.1455 0.50 0.75 0.15
H -3.3812 -2.9023 0.1080 -0.08 0.40 0.41
H -2.3544 -4.1837 -0.3700 0.02 -0.48 -0.39
H -4.4794 -3.3201 -3.1163 -0.04 -0.33 0.11
H -4.5524 -3.9868 -1.4079 -0.81 0.20 -0.18
H -3.4722 -4.7260 -2.4943 -0.09 -0.20 -0.65
H -2.1672 -0.6302 -0.4083 0.16 0.61 -0.25
H -2.2058 -1.2341 1.0629 -0.17 -0.02 0.42
C 0.9168 4.2501 3.0549 -0.20 -0.33 0.58
C 0.2409 2.9258 2.6539 -0.24 0.41 -0.29
C -1.2465 3.1145 2.1858 1.60 -2.27 -0.44
O -1.6280 1.7064 1.9758 -1.15 1.07 1.18
C -3.0271 1.4681 2.0383 -0.37 0.87 -0.86
N 1.0957 2.2471 1.6176 -1.42 0.51 0.99
H 1.8769 4.4365 2.5736 -0.08 -0.26 -0.31
H 1.1660 4.1636 4.1125 -0.25 0.56 0.18
H 0.2920 5.1107 2.8159 -0.03 0.06 0.36
H 0.1447 2.2092 3.4696 0.12 0.29 0.28
H -1.4109 3.5903 1.2190 0.27 0.46 0.16
H -1.8012 3.5776 3.0018 -0.22 -0.13 -0.06
H -3.5634 2.0291 2.8036 0.57 -0.56 1.09
H -3.2202 0.3954 2.0276 0.00 0.24 0.34
H -3.5392 1.9496 1.2053 0.25 -0.39 -0.95
H 2.0020 2.1340 2.0488 0.32 -0.43 0.45
H 1.2653 3.0932 1.0927 0.22 -0.25 -1.79
```
Forces are in eV/Å.

The orbital gap (alpha / beta) comes out at 2.69 / 7.23 eV. The value obtained for the energy above the lowest of the compared OMol25 structures with the same formula, charge and spin is 19.08 kcal/mol. Its spin multiplicity is 3. Its net charge is 0. The HOMO energy (alpha / beta) comes out at -2.240 / -9.230 eV. The LUMO energy (alpha / beta) is 0.454 / -1.996 eV. The expectation value of S² is 2.00.

No. 3
The following is a DFT calculation (wB97M-V/def2-TZVPD) of H14N5O22Zn3 as an isolated structure in a non-equilibrium geometry.

```
44
Properties=species:S:1:pos:R:3:forces:R:3
Zn 2.0765 -2.6530 -0.4809 0.67 1.89 -1.76
Zn -1.3078 -0.8079 2.9137 -1.73 1.06 -2.06
Zn -0.7419 2.3869 -1.3577 -0.90 -0.19 -0.08
N -4.0774 -0.7121 1.1065 -4.45 -1.82 2.65
O -3.1899 -0.5353 1.9744 5.56 0.77 2.74
O -5.1795 -0.7508 1.6837 -0.31 0.31 -2.06
O -3.8641 -0.9519 -0.0390 0.91 0.20 -1.73
N 0.0025 -0.2473 0.0585 1.26 -3.11 2.98
O 0.8274 -1.1355 -0.0530 0.65 -0.27 -0.74
O -0.2424 0.5444 -0.7581 -0.38 2.66 -4.24
O -0.5820 -0.2063 1.1277 -1.62 0.95 2.34
N -3.3423 2.7723 0.5665 -7.53 -0.02 1.78
O -3.2908 2.9615 1.7937 0.90 0.37 0.22
O -4.4384 2.7436 -0.0327 0.72 0.90 0.88
O -2.4048 2.4109 -0.0610 7.37 -1.42 -3.34
N 1.6376 -1.6031 -3.4114 2.74 1.94 -3.18
O 2.0715 -1.9646 -4.5007 -0.81 -0.42 0.17
O 1.3645 -0.4466 -3.1836 -1.52 2.78 -0.03
O 1.6532 -2.3461 -2.4577 -0.50 -4.85 3.80
N 4.1739 -0.2783 -0.8363 2.82 4.11 0.11
O 3.5370 0.7516 -0.9683 -1.96 0.87 -0.43
O 5.3737 -0.2553 -0.8284 2.54 0.30 -0.56
O 3.6786 -1.3356 -0.5671 -4.07 -6.32 1.52
O 2.5209 -3.0038 1.5175 -0.18 -0.16 0.31
H 3.1586 -2.5171 2.0397 0.71 0.38 -0.36
H 2.1636 -3.6552 2.1211 -0.19 -0.50 -0.08
O 0.8177 2.4472 -2.8560 -0.57 0.46 0.49
H 1.2300 2.9761 -3.5391 -0.05 0.45 -0.15
H 1.2850 1.6123 -2.8841 0.43 -1.16 0.11
O -1.4555 1.1409 3.4192 0.52 -0.39 0.58
H -2.2882 1.5664 3.2147 -1.15 0.40 -0.87
H -0.9372 1.8215 3.8484 0.25 0.04 0.31
O 0.6286 -0.9016 3.5190 -0.03 -0.27 0.41
H 1.2915 -1.5496 3.7575 -0.08 -0.47 0.16
H 1.0944 -0.0655 3.5331 0.04 0.54 -0.14
O -1.8666 1.5537 -2.9816 0.12 0.45 0.65
H -2.2995 0.7410 -2.7203 -0.52 -0.31 0.34
H -1.5331 1.3760 -3.8610 0.45 0.12 -0.36
O 0.3640 -3.7769 -0.1757 0.17 -0.40 0.43
H -0.4532 -3.5938 -0.6393 -0.24 0.40 -0.54
H 0.2486 -4.6603 0.1743 0.15 -0.47 0.02
O 0.6397 3.1265 0.0075 -0.14 0.05 -0.25
H 1.1313 3.9344 -0.1403 0.37 0.30 -0.33
H 0.5241 3.0861 0.9568 -0.42 -0.15 0.32
```
Forces are in eV/Å.

The orbital gap comes out at 5.79 eV. Its net charge is +1. The HOMO energy comes out at -11.212 eV. The LUMO energy is -5.421 eV.

No. 4
The following is a DFT calculation (wB97M-V/def2-TZVPD) of C5H9NO in the gas phase.

```
16
Properties=species:S:1:pos:R:3:forces:R:3
C 1.7866 0.0617 -0.5694 0.01 0.00 0.05
C 0.4616 -0.4150 -1.1150 0.10 0.20 -0.13
N -0.0383 -1.6970 -0.6111 -0.05 -0.26 -0.09
C -0.7756 -0.4737 -0.3047 -0.18 0.18 0.02
C -0.8260 -0.0161 1.1299 0.05 -0.02 -0.07
C -1.1329 1.4576 1.2342 -0.02 0.20 -0.26
O -1.2518 2.1944 0.2827 0.04 -0.31 0.46
H 2.0279 -0.4676 0.3570 -0.04 0.10 -0.11
H 2.5922 -0.1422 -1.2825 -0.12 0.02 0.10
H 1.7709 1.1399 -0.3733 0.00 -0.13 -0.05
H 0.3011 -0.1980 -2.1713 0.02 -0.08 0.16
H -0.5055 -2.2239 -1.3433 0.05 0.05 0.11
H -1.7028 -0.2960 -0.8491 0.16 -0.04 0.06
H 0.1255 -0.2073 1.6436 -0.12 0.05 -0.06
H -1.5826 -0.5685 1.7059 0.08 0.09 -0.08
H -1.2503 1.8518 2.2664 0.02 -0.03 -0.10
```
Forces are in eV/Å.

The orbital gap comes out at 10.66 eV. The value obtained for the energy above the lowest of the compared OMol25 structures with the same formula, charge and spin is 45.43 kcal/mol. The SMILES is C[C@H]1N[C@H]1CC=O. Its net charge is 0. The HOMO energy comes out at -9.602 eV. The LUMO energy is 1.062 eV.

No. 5
The following is a DFT calculation (wB97M-V/def2-TZVPD) of C15H19NO2 in the gas phase in a non-equilibrium geometry.

```
37
Properties=species:S:1:pos:R:3:forces:R:3
C -3.2733 2.0889 0.2739 1.48 2.34 -0.19
O -2.1312 1.5292 0.8453 1.76 -1.71 0.15
C -2.0390 0.1769 0.5674 -1.75 -2.20 -0.33
C -2.8968 -0.6623 1.3294 1.93 0.48 0.07
C -3.0113 -2.0360 1.2225 0.78 1.91 -2.13
C -2.4219 -2.6718 0.1670 1.88 -0.39 -2.14
C -1.5384 -1.8807 -0.6583 -0.97 1.40 1.35
C -1.3844 -0.4362 -0.5447 -0.92 -0.05 1.74
C -0.4837 0.4891 -1.3812 0.49 -2.27 -1.30
O -0.2146 -0.2089 -2.6269 -0.91 0.70 -0.95
C 0.8444 0.5082 -0.7251 0.36 3.29 1.63
C 1.2111 1.6193 0.0544 -2.33 -2.40 -4.35
N 2.2951 1.3860 0.8030 3.80 -0.19 2.20
C 2.0660 0.1923 1.5943 -0.31 -0.02 -0.38
C 1.9387 -1.1081 0.6957 -2.93 1.10 2.89
C 1.8405 -0.6477 -0.7129 0.85 2.00 0.50
C 3.2345 0.0212 -1.0129 -0.55 -1.57 -1.50
C 3.5247 1.1399 -0.0350 -1.63 -0.42 -0.05
H -4.0199 1.3558 0.1546 -1.19 -0.53 -0.31
H -3.5081 2.8908 0.9743 -0.73 0.00 -0.23
H -2.9162 2.5750 -0.6573 -0.89 -0.31 -0.02
H -3.3648 -0.2714 2.1914 -0.61 0.93 0.65
H -3.7101 -2.4148 1.8464 -1.85 -1.87 1.88
H -2.5705 -3.7715 -0.1210 0.34 1.78 0.76
H -0.9261 -2.4040 -1.3390 0.37 -0.28 -1.09
H -0.8663 1.5168 -1.5623 -0.03 -0.71 0.39
H -0.9509 -0.0720 -3.2612 0.59 -0.14 0.72
H 0.8281 2.6367 -0.0394 -0.45 -0.33 0.14
H 1.1488 0.3520 2.1098 -0.91 0.08 0.38
H 2.7913 0.2384 2.3789 0.95 -0.83 0.35
H 0.9040 -1.5054 1.0513 2.09 -0.30 -0.62
H 2.8004 -1.6538 0.9594 0.69 -1.56 -0.16
H 1.6800 -1.4014 -1.4455 -0.53 -0.60 -0.44
H 4.0260 -0.7580 -0.9949 -0.46 0.30 0.13
H 3.1066 0.2795 -2.0778 0.59 0.57 0.43
H 3.5934 2.0368 -0.5757 1.01 1.31 -0.58
H 4.3941 0.8715 0.5520 0.01 0.49 0.42
```
Forces are in eV/Å.

The orbital gap comes out at 8.71 eV. The value obtained for the energy above the lowest of the compared OMol25 structures with the same formula, charge and spin is 101.66 kcal/mol. The SMILES is COc1ccccc1[C@H](O)C1=CN2CCC1CC2. Its net charge is 0. The HOMO energy comes out at -7.979 eV. The LUMO energy is 0.729 eV.

No. 6
The following is a DFT calculation (wB97M-V/def2-TZVPD) of a 2-piece molecular cluster, C10H16O overall in a non-equilibrium geometry.

```
27
Properties=species:S:1:pos:R:3:forces:R:3
C 1.6467 3.1576 2.1972 0.13 -0.53 -0.24
C 0.7933 1.9130 2.5583 0.71 0.76 -1.69
C 0.5745 1.1516 1.2517 -0.54 0.44 2.05
C -0.5679 1.4395 0.5051 0.27 -0.78 -0.84
C -0.7109 0.8236 -0.7348 1.45 1.32 0.10
C 0.3081 -0.0240 -1.1693 -1.65 -0.78 -1.05
O 0.0568 -0.5756 -2.4423 1.02 0.39 0.10
C 1.3186 -0.4818 -0.3606 -0.43 0.73 0.64
C 1.4725 0.1845 0.8753 0.38 -1.41 -1.71
H 1.0852 3.8596 1.5839 -0.16 0.31 0.36
H 2.4582 2.8491 1.5354 0.16 -0.15 0.13
H 2.1123 3.5951 3.0785 -0.27 0.37 -0.02
H 1.4039 1.3406 3.2436 -0.44 -0.35 0.44
H -0.1758 2.2431 2.9194 0.06 -0.23 0.61
H -1.3362 2.1167 0.8522 0.17 0.18 0.14
H -1.3621 1.2321 -1.4958 -0.56 -0.47 0.20
H 0.7763 -0.2805 -3.0207 -0.20 -0.28 0.10
H 1.8816 -1.3572 -0.6510 0.34 0.20 -0.05
H 2.3285 -0.1714 1.4348 -0.16 0.48 0.61
C -2.0351 -2.2343 -1.3214 -0.70 0.53 0.78
C -1.3962 -3.5485 -1.7462 -0.04 0.85 -0.41
H -2.1919 -1.4422 -2.0496 0.62 -0.31 -0.52
H -3.0438 -2.4089 -1.0143 -0.86 -0.40 0.49
H -1.5954 -1.7435 -0.4553 0.39 -0.17 -0.06
H -2.1716 -4.2629 -1.9288 -0.45 -0.52 -0.39
H -0.7839 -3.9961 -0.9765 0.43 0.13 0.13
H -0.8458 -3.3794 -2.6686 0.34 -0.34 0.08
```
Forces are in eV/Å.

The orbital gap comes out at 9.62 eV. The value obtained for the energy above the lowest of the compared OMol25 structures with the same formula, charge and spin is 35.78 kcal/mol. The SMILES is CCc1ccc(O)cc1.CC. Its net charge is 0. The HOMO energy comes out at -8.751 eV. The LUMO energy is 0.870 eV.

| no. | E_tot (a.u.) |
| --- | --- |
| 1 | -2610.38352 |
| 2 | -5306.56095 |
| 3 | -7274.56794 |
| 4 | -325.86515 |
| 5 | -788.07195 |
| 6 | -465.84078 |